Model a:
C4H8O2 | ωB97M-V/def2-TZVPD

Kohn-Sham gap, eV: 10.64
SMILES: CCOCC=O
LUMO level, eV: 0.93
Net charge: 0
E_HOMO, eV: -9.71

Last column: natural (NBO) charge in e.
Element x y z (Å)
O -1.584 -1.477 -0.612  -0.518
C -0.583 -1.587 0.051  0.421
C 0.226 0.714 -1.212  -0.681
C 0.316 1.339 0.179  -0.067
O -0.479 0.649 1.130  -0.505
C -0.132 -0.694 1.200  -0.182
H -0.750 0.245 -1.340  0.252
H 0.099 -2.443 -0.094  0.104
H 0.261 1.470 -1.984  0.224
H 1.028 -0.004 -1.439  0.201
H -0.081 2.356 0.164  0.195
H 1.359 1.386 0.541  0.161
H 0.955 -0.840 1.338  0.171
H -0.635 -1.116 2.078  0.225

---

Model b:
C4H8O2 | ωB97M-V/def2-TZVPD

Kohn-Sham gap, eV: 11.02
SMILES: C[C@H]1CO[C@H]1O
LUMO level, eV: 0.94
Net charge: 0
E_HOMO, eV: -10.08

Last column: natural (NBO) charge in e.
Element x y z (Å)
C -1.240 -1.002 -0.058  -0.608
C -0.195 -0.088 0.553  -0.291
C 1.285 -0.410 0.313  -0.063
O 1.513 0.880 -0.284  -0.534
C 0.134 1.231 -0.190  0.383
O -0.438 1.443 -1.438  -0.706
H -2.246 -0.587 0.068  0.221
H -1.218 -1.988 0.419  0.214
H -1.073 -1.146 -1.131  0.203
H -0.413 0.093 1.611  0.209
H 1.906 -0.558 1.203  0.179
H 1.476 -1.225 -0.399  0.167
H -0.009 0.823 -2.045  0.472
H -0.026 2.156 0.374  0.153

---

Most stable: model b. Least stable: model a.

---

Model a:
C4H8O2 | ωB97M-V/def2-TZVPD

Kohn-Sham gap, eV: 9.08
LUMO level, eV: 1.04
Net charge: 0
E_HOMO, eV: -8.05

Last column: natural (NBO) charge in e.
Element x y z (Å)
C 1.371 0.333 -0.078  -0.270
C 1.159 -1.066 -0.050  -0.112
O -0.413 -0.854 -1.011  -0.673
C -1.308 -0.265 -0.058  -0.117
C -0.758 1.085 0.439  -0.099
O 0.582 1.022 0.879  -0.532
H 2.352 0.767 -0.251  0.217
H 0.392 0.029 -1.152  0.427
H 1.767 -1.693 -0.697  0.219
H 0.690 -1.580 0.790  0.201
H -1.449 -0.969 0.772  0.178
H -2.284 -0.109 -0.533  0.195
H -1.362 1.443 1.281  0.197
H -0.840 1.809 -0.389  0.170

---

Model b:
C4H8O2 | ωB97M-V/def2-TZVPD

Kohn-Sham gap, eV: 10.56
SMILES: C=CCC(O)O
LUMO level, eV: 0.78
Net charge: 0
E_HOMO, eV: -9.78

Last column: natural (NBO) charge in e.
Element x y z (Å)
C -1.018 -0.617 -0.466  0.371
C 0.518 -0.735 -0.475  -0.489
C 1.367 0.234 0.318  -0.180
C 1.003 1.381 0.899  -0.412
O -1.455 0.689 -0.778  -0.731
O -1.587 -1.022 0.762  -0.712
H -2.116 0.603 -1.482  0.479
H -1.077 -0.566 1.452  0.471
H -1.413 -1.296 -1.231  0.144
H 0.852 -0.650 -1.517  0.224
H 0.778 -1.743 -0.130  0.225
H 2.420 -0.046 0.382  0.199
H -0.011 1.768 0.859  0.210
H 1.738 2.001 1.407  0.200

---

Most stable: model b. Least stable: model a.